ORCA calculation (the ωB97M-V functional and the def2-TZVPD basis) on C57H52LaN6O6 as an isolated structure in a non-equilibrium geometry.

Structure (XYZ):
```
122
Properties=species:S:1:pos:R:3:mulliken_charge:R:1
La -0.78224 -0.14734 0.29092 1.77
O -2.74242 -0.83062 0.66063 0.66
C -3.36578 -1.63349 -0.30275 2.20
C -2.37973 -2.81688 -0.64003 -0.15
C -1.86905 -3.42974 0.64945 -0.77
C -2.49743 -4.52074 1.21679 -0.77
C -2.01359 -4.98014 2.43378 -0.94
C -0.98174 -4.30255 3.05898 -0.91
C -0.43587 -3.17633 2.45490 0.02
C 0.58993 -2.31745 3.18690 -1.42
C 0.27186 -0.80258 3.28003 2.92
O 0.58141 -0.20728 2.04777 0.16
C 1.07632 -0.12708 4.40146 -0.18
C 1.16649 -0.65925 5.68496 -0.54
C 1.87317 -0.00170 6.68280 -0.98
C 2.49778 1.20938 6.41265 -0.69
C 2.40291 1.75305 5.13998 -1.02
C 1.69687 1.08955 4.14335 0.33
C -1.22275 -0.54323 3.63957 -0.28
C -1.83645 0.64536 3.25444 -0.34
C -3.12771 0.95776 3.65226 -0.66
C -3.83145 0.08503 4.46801 -0.95
C -3.22489 -1.09471 4.88306 -0.98
C -1.93370 -1.40017 4.47396 -0.39
N -0.84726 -2.78915 1.24071 0.53
C -3.71913 -0.79824 -1.53876 -0.22
C -3.68980 -1.29930 -2.83444 -0.01
C -4.11565 -0.53572 -3.91642 -0.96
C -4.58130 0.75342 -3.71023 -0.72
C -4.60817 1.26925 -2.41770 -0.76
C -4.18551 0.50033 -1.34439 -0.60
C -4.66105 -2.22005 0.27682 -0.42
C -4.89776 -2.11566 1.64075 0.37
C -6.03248 -2.69175 2.20560 -0.78
C -6.93799 -3.38296 1.41351 -0.68
C -6.70527 -3.48660 0.04608 -0.94
C -5.57615 -2.90870 -0.51613 -0.42
H -1.51365 -2.47432 -1.22541 -0.26
H -2.93329 -3.54243 -1.23537 1.13
H -3.33721 -4.98866 0.72038 0.53
H -2.46203 -5.84724 2.90346 0.45
H -0.61423 -4.61707 4.02841 0.51
H 0.74075 -2.75183 4.17478 0.62
H 1.56169 -2.37548 2.68703 0.54
H 0.66979 -1.59193 5.92844 0.30
H 1.93495 -0.43417 7.67333 0.45
H 3.05264 1.72367 7.18645 0.43
H 2.89460 2.69306 4.91737 0.43
H 1.63807 1.49810 3.14337 0.03
H -1.27768 1.36583 2.66856 0.69
H -3.58347 1.88516 3.32660 0.40
H -4.84013 0.32088 4.78228 0.42
H -3.75875 -1.77975 5.53040 0.47
H -1.48103 -2.31856 4.82721 0.40
H -3.35180 -2.31483 -3.01446 0.44
H -4.09681 -0.96081 -4.91280 0.44
H -4.92778 1.35109 -4.54479 0.48
H -4.97726 2.27280 -2.24382 0.46
H -4.23284 0.90000 -0.33909 0.48
H -4.18734 -1.57885 2.25501 -0.15
H -6.20768 -2.60020 3.27156 0.46
H -7.82017 -3.83293 1.85102 0.41
H -7.41090 -4.01071 -0.58583 0.44
H -5.42174 -2.98592 -1.58759 0.43
C -0.93238 2.49347 -5.24376 -0.65
O -1.41191 1.71554 -4.08852 -0.23
C -0.35342 1.21723 -3.50605 -0.72
N 0.77633 1.48284 -4.13988 0.76
C 0.48065 1.96149 -5.49933 0.04
C 1.48958 2.94960 -6.01944 0.17
C 2.28428 2.63095 -7.11034 -0.18
C 3.24727 3.52792 -7.56309 -0.75
C 3.41720 4.74304 -6.91774 -0.40
C 2.62521 5.06657 -5.82017 -0.90
C 1.66616 4.17294 -5.37422 -0.28
C -0.32441 0.29828 -2.39527 0.52
C 0.03350 -0.97148 -3.23021 -0.58
C 1.17522 -0.90473 -3.90280 -1.37
C 1.82469 0.48235 -3.79516 -0.11
C 2.00720 0.70654 -2.30633 0.02
N 0.94254 0.70957 -1.63783 0.39
C 3.33703 0.92477 -1.66296 -0.37
N 3.54368 1.39925 -0.51589 -0.30
C 5.02639 1.36209 -0.33424 0.16
C 5.55996 0.85359 -1.68980 -0.75
O 4.35249 0.54806 -2.45891 -0.42
C 5.47010 0.51264 0.83480 -0.32
C 4.58400 -0.05993 1.73554 0.64
C 5.06229 -0.83687 2.78846 -0.53
C 6.42250 -1.04244 2.95428 -0.66
C 7.31410 -0.46178 2.05957 -0.67
C 6.83939 0.30941 1.01233 -0.57
H -0.94709 3.53514 -4.93792 0.43
H -1.62372 2.32472 -6.06110 0.28
H 0.42445 1.09050 -6.16084 0.51
H 2.14666 1.68232 -7.61855 0.39
H 3.86032 3.27412 -8.41764 0.41
H 4.16598 5.44182 -7.26801 0.40
H 2.75605 6.01341 -5.31201 0.41
H 1.06819 4.42443 -4.50545 0.32
H -0.64566 -1.81437 -3.25205 0.51
H 1.65907 -1.71083 -4.43712 0.56
H 2.71117 0.64414 -4.39767 0.71
H 5.35814 2.38737 -0.16275 0.54
H 6.13701 -0.06264 -1.60669 0.44
H 6.11536 1.59840 -2.25350 0.31
H 3.51558 0.09059 1.63156 0.06
H 4.36174 -1.27279 3.48926 0.45
H 6.78790 -1.64437 3.77622 0.42
H 8.37952 -0.60874 2.18033 0.38
H 7.55067 0.76162 0.32670 0.43
O 1.56363 -1.61131 -0.13118 -0.71
H 1.44485 -2.54710 0.06794 0.28
H 1.62551 -1.18997 0.75252 -0.18
N 1.27278 3.16063 0.83174 -0.20
C -0.05461 3.11527 1.01476 0.41
N -0.61434 3.97020 1.89238 -0.37
O -0.78216 2.29431 0.40735 -0.78
H 1.84476 3.73144 1.42992 0.24
H 1.75419 2.44196 0.30055 0.06
H -0.09180 4.68223 2.36937 0.17
H -1.61492 3.95797 1.97310 0.25
```

- Energy above the lowest of the compared OMol25 structures with the same formula, charge and spin: 103.5 kcal/mol
- LUMO: -2.306 eV
- Gap between HOMO and LUMO: 8.07 eV
- Charge: +1
- Energy: -3014.80068 Ha